No. 1
A structure of composition C45H32Cl2F9GdN5O2PSe2. Source: OMol25; level of theory: the ωB97M-V functional and the def2-TZVPD basis.

Element x y z (Å)
Gd: -14.57 -0.32 13.14
O: -11.33 -4.02 15.81
C: -12.59 -4.22 16.25
C: -12.75 -5.25 17.16
C: -13.97 -5.52 17.73
C: -15.12 -4.83 17.29
C: -14.97 -3.84 16.33
C: -13.69 -3.50 15.79
C: -13.62 -2.39 14.72
O: -14.15 -1.27 15.09
N: -12.16 -2.34 14.04
N: -12.17 -1.11 13.42
C: -11.15 -0.43 13.17
C: -11.32 0.95 12.60
C: -10.20 1.74 12.28
C: -10.46 2.96 11.71
C: -11.81 3.35 11.50
C: -12.82 2.55 11.94
N: -12.58 1.32 12.38
H: -11.34 -3.32 15.13
H: -11.88 -5.80 17.42
H: -13.98 -6.29 18.44
H: -16.04 -5.06 17.76
H: -15.82 -3.22 16.02
H: -10.12 -0.79 13.43
H: -9.23 1.36 12.52
H: -9.68 3.67 11.50
H: -12.03 4.33 11.07
H: -13.83 2.91 11.91
Se: -16.81 -2.56 12.72
Se: -15.87 -1.59 10.73
C: -16.69 0.11 10.77
C: -17.64 0.43 9.81
C: -18.14 1.73 9.78
C: -17.74 2.62 10.74
C: -16.89 2.18 11.76
N: -16.33 0.99 11.76
C: -15.26 -3.59 13.11
C: -15.19 -4.88 13.03
C: -13.86 -5.50 13.22
C: -12.72 -4.78 13.25
C: -12.80 -3.30 13.06
N: -14.11 -2.83 13.39
H: -17.89 -0.26 9.04
H: -18.83 2.05 8.96
H: -18.08 3.67 10.77
H: -16.64 2.82 12.63
H: -15.99 -5.59 12.91
H: -13.82 -6.60 13.21
H: -11.78 -5.22 13.23
H: -12.39 -3.09 12.06
Cl: -12.72 -1.36 9.73
C: -11.49 -1.06 8.50
Cl: -9.91 -0.68 9.28
H: -11.79 -0.18 7.95
H: -11.36 -1.95 7.86
F: -19.84 6.36 16.88
C: -20.35 5.12 16.83
F: -20.87 4.84 18.00
F: -21.33 5.04 15.93
C: -19.24 4.10 16.49
C: -19.39 3.29 15.39
C: -18.37 2.41 15.02
C: -17.18 2.38 15.79
C: -17.05 3.22 16.93
C: -18.08 4.08 17.28
P: -15.83 1.23 15.38
C: -15.77 0.27 16.92
C: -14.82 0.48 17.89
C: -14.81 -0.34 19.02
C: -15.78 -1.34 19.12
C: -16.84 -1.41 18.23
C: -16.85 -0.61 17.11
C: -15.71 -2.30 20.28
F: -16.54 -3.34 20.27
F: -15.98 -1.69 21.45
F: -14.49 -2.81 20.34
C: -14.27 2.25 15.34
C: -13.01 1.65 15.57
C: -11.88 2.46 15.49
C: -12.00 3.84 15.23
C: -13.26 4.41 15.09
C: -14.38 3.62 15.08
C: -10.76 4.72 15.13
F: -9.65 4.08 15.40
F: -10.78 5.73 16.00
F: -10.70 5.25 13.85
H: -20.34 3.30 14.85
H: -18.51 1.76 14.16
H: -16.26 3.06 17.62
H: -18.00 4.69 18.16
H: -14.16 1.29 17.77
H: -14.08 -0.22 19.79
H: -17.61 -2.18 18.35
H: -17.61 -0.72 16.35
H: -12.99 0.62 15.86
H: -10.91 2.05 15.72
H: -13.36 5.49 15.02
H: -15.34 4.12 14.96

- HOMO-LUMO gap (alpha / beta): 6.1 / 4.1 eV
- Multiplicity: 8
- Expectation value of S²: 16.05
- LUMO (alpha / beta): -6.487 / -8.488 eV
- Total charge: +2
- HOMO level (alpha / beta): -12.560 / -12.549 eV

No. 2
A structure of composition C45H32Cl6NO4OsP2Te. Source: OMol25; level of theory: the ωB97M-V functional and the def2-TZVPD basis.

Element x y z (Å)
Os: 0.44 0.02 1.36
Te: 0.39 0.08 -4.06
C: 1.59 1.81 -4.32
C: 0.98 3.03 -4.56
C: 1.78 4.16 -4.66
N: 3.10 4.14 -4.52
C: 3.68 2.96 -4.31
C: 2.98 1.77 -4.20
C: 0.74 0.07 -1.98
P: -0.46 0.60 -0.70
C: -1.94 -0.36 -1.11
C: -1.84 -1.59 -1.75
C: -2.98 -2.34 -2.01
C: -4.22 -1.87 -1.59
C: -4.32 -0.66 -0.93
C: -3.18 0.10 -0.68
C: -0.87 2.30 -1.18
C: -0.29 3.37 -0.52
C: -0.56 4.67 -0.90
C: -1.43 4.92 -1.95
C: -2.04 3.86 -2.61
C: -1.76 2.55 -2.24
P: 2.17 -0.20 -1.23
C: 3.61 -0.94 -1.93
C: 3.53 -1.90 -2.95
C: 4.70 -2.45 -3.44
C: 5.93 -2.05 -2.93
C: 6.00 -1.11 -1.91
C: 4.84 -0.56 -1.40
C: 2.38 0.64 0.31
C: 2.66 -0.06 1.52
C: 3.31 0.66 2.58
C: 3.59 1.98 2.46
C: 3.31 2.68 1.24
C: 2.76 2.04 0.19
H: -0.09 3.11 -4.65
H: 1.33 5.13 -4.84
H: 4.76 2.96 -4.22
H: 3.51 0.84 -4.06
H: -0.87 -1.98 -2.06
H: -2.91 -3.28 -2.53
H: -5.12 -2.45 -1.79
H: -5.29 -0.30 -0.60
H: -3.27 1.04 -0.17
H: 0.39 3.19 0.31
H: -0.10 5.50 -0.37
H: -1.66 5.94 -2.24
H: -2.73 4.05 -3.42
H: -2.24 1.73 -2.75
H: 2.57 -2.20 -3.35
H: 4.65 -3.19 -4.23
H: 6.84 -2.48 -3.32
H: 6.96 -0.82 -1.51
H: 4.89 0.17 -0.60
H: 2.78 -1.14 1.52
H: 3.57 0.12 3.48
H: 4.07 2.51 3.27
H: 3.58 3.72 1.15
H: 2.59 2.55 -0.75
Cl: 1.10 2.87 7.86
C: 1.01 1.81 6.51
C: 0.66 2.30 5.26
Cl: 0.34 3.98 5.02
C: 0.59 1.43 4.18
Cl: 0.17 2.05 2.59
C: 0.85 0.06 4.27
O: 0.80 -0.75 3.26
C: 1.20 -0.41 5.55
Cl: 1.56 -2.09 5.70
C: 1.27 0.44 6.65
Cl: 1.71 -0.18 8.18
C: -3.93 -5.45 0.90
C: -4.50 -4.11 1.26
C: -5.80 -3.77 0.89
C: -6.34 -2.55 1.26
Cl: -7.95 -2.14 0.75
C: -5.61 -1.64 2.01
C: -4.32 -1.96 2.37
C: -3.77 -3.17 1.99
O: -2.50 -3.49 2.44
C: -1.47 -3.44 1.48
C: -0.82 -2.10 1.37
O: -1.34 -1.02 1.80
O: 0.32 -1.99 0.81
H: -4.72 -6.17 0.72
H: -3.30 -5.83 1.71
H: -3.32 -5.40 0.00
H: -6.40 -4.47 0.33
H: -6.06 -0.70 2.30
H: -3.71 -1.28 2.96
H: -1.83 -3.71 0.48
H: -0.70 -4.16 1.77

- HOMO-LUMO gap: 5.6 eV
- LUMO: -4.539 eV
- Energy relative to the best compared isomer or geometry (same formula, charge and spin): 0.0 kJ/mol
- Total charge: +1
- HOMO level: -10.108 eV

No. 3
A cluster of 4 separate species, C45H32F2O8PS in total. Source: OMol25; level of theory: the ωB97M-V functional and the def2-TZVPD basis.

Element x y z (Å)
C: -6.73 -5.59 -1.56
C: -5.21 -5.61 -1.74
C: -4.47 -4.68 -0.81
F: -4.62 -3.39 -1.22
S: -4.98 -4.93 0.91
F: -3.67 -4.75 1.71
P: -6.20 -3.30 1.78
O: -6.01 -1.91 1.02
O: -7.75 -3.73 1.80
H: -7.16 -6.09 -2.41
H: -7.09 -4.57 -1.61
H: -7.05 -6.11 -0.66
H: -4.83 -6.62 -1.68
H: -4.98 -5.25 -2.74
H: -3.42 -4.94 -0.87
H: -5.08 -1.77 0.78
H: -7.87 -4.61 1.41
C: -0.65 -1.24 5.76
C: -1.76 -1.72 5.09
C: -2.28 -1.02 4.01
C: -1.69 0.17 3.61
C: -0.59 0.67 4.30
C: -0.06 -0.05 5.37
C: 0.03 1.97 3.92
O: 0.99 2.39 4.53
C: -0.58 2.73 2.80
C: -0.06 3.98 2.46
C: -0.61 4.69 1.40
C: -1.66 4.16 0.67
C: -2.19 2.92 1.01
C: -1.66 2.21 2.08
C: -2.25 0.90 2.44
O: -3.18 0.44 1.81
H: -0.24 -1.79 6.59
H: -2.23 -2.65 5.40
H: -3.14 -1.39 3.48
H: 0.80 0.33 5.90
H: 0.76 4.39 3.02
H: -0.20 5.66 1.14
H: -2.08 4.72 -0.15
H: -3.02 2.51 0.45
C: 4.74 4.05 6.05
C: 3.58 3.92 5.29
C: 3.61 4.22 3.94
C: 4.78 4.65 3.34
C: 5.94 4.81 4.11
C: 5.92 4.49 5.46
C: 7.20 5.32 3.50
O: 8.20 5.45 4.16
C: 7.18 5.68 2.05
C: 8.33 6.21 1.47
C: 8.34 6.53 0.13
C: 7.20 6.32 -0.65
C: 6.06 5.80 -0.08
C: 6.04 5.48 1.27
C: 4.79 4.95 1.88
O: 3.79 4.77 1.21
H: 4.73 3.81 7.10
H: 2.67 3.59 5.75
H: 2.72 4.11 3.34
H: 6.82 4.60 6.05
H: 9.21 6.37 2.07
H: 9.23 6.95 -0.32
H: 7.21 6.57 -1.70
H: 5.17 5.64 -0.68
C: -2.73 -0.73 -3.89
C: -2.00 0.04 -4.79
C: -1.14 -0.57 -5.70
C: -1.00 -1.95 -5.70
C: -1.71 -2.72 -4.78
C: -2.58 -2.11 -3.89
C: -1.54 -4.20 -4.72
O: -2.17 -4.86 -3.91
C: -0.59 -4.83 -5.66
C: -0.37 -6.20 -5.58
C: 0.51 -6.81 -6.46
C: 1.17 -6.06 -7.42
C: 0.97 -4.69 -7.50
C: 0.10 -4.07 -6.61
C: -0.09 -2.59 -6.68
O: 0.49 -1.93 -7.52
H: -3.40 -0.26 -3.19
H: -2.11 1.12 -4.79
H: -0.58 0.03 -6.40
H: -3.13 -2.71 -3.18
H: -0.89 -6.79 -4.84
H: 0.68 -7.88 -6.40
H: 1.85 -6.54 -8.11
H: 1.48 -4.10 -8.24

- HOMO-LUMO gap: 6.0 eV
- LUMO: -4.772 eV
- Total charge: +1
- HOMO level: -10.728 eV

No. 4
A structure of composition C45H32N4O4PRbS. Source: OMol25; level of theory: the ωB97M-V functional and the def2-TZVPD basis.

Element x y z (Å)
Rb: -1.89 0.56 0.65
O: -2.54 -6.78 -3.39
C: -1.54 -6.48 -2.72
O: -0.53 -7.13 -2.46
C: -1.56 -5.03 -2.12
C: -2.61 -4.16 -2.40
C: -2.60 -2.88 -1.83
N: -1.61 -2.47 -1.05
C: -0.59 -3.28 -0.78
C: -0.54 -4.58 -1.29
C: 0.45 -2.75 0.12
C: 1.62 -3.45 0.41
C: 2.50 -2.94 1.34
C: 2.20 -1.74 1.96
C: 1.04 -1.08 1.57
N: 0.20 -1.57 0.68
C: -3.69 -1.92 -2.06
C: -4.87 -2.27 -2.73
C: -5.87 -1.33 -2.86
C: -5.68 -0.06 -2.36
C: -4.46 0.21 -1.74
N: -3.51 -0.69 -1.59
H: -3.39 -4.52 -3.04
H: 0.26 -5.27 -1.08
H: 1.84 -4.39 -0.08
H: 3.41 -3.47 1.59
H: 2.84 -1.32 2.72
H: 0.78 -0.13 2.00
H: -5.01 -3.27 -3.12
H: -6.80 -1.59 -3.36
H: -6.44 0.70 -2.44
H: -4.23 1.21 -1.37
C: 0.12 3.31 2.51
C: -0.12 2.56 3.79
C: 0.59 2.92 4.95
C: 0.42 2.18 6.09
C: -0.45 1.08 6.09
C: -0.61 0.25 7.21
C: -1.49 -0.81 7.16
C: -2.24 -1.03 6.02
C: -2.14 -0.23 4.87
S: -3.18 -0.53 3.57
C: -1.18 0.83 4.88
N: -0.98 1.57 3.78
H: 0.49 4.32 2.71
H: -0.79 3.38 1.92
H: 0.87 2.79 1.91
H: 1.27 3.76 4.93
H: 0.96 2.44 7.00
H: -0.04 0.46 8.11
H: -1.61 -1.46 8.02
H: -2.96 -1.84 5.99
O: -1.12 1.95 -1.31
C: -1.11 3.17 -0.99
O: -2.08 3.82 -0.58
C: 0.24 3.81 -1.14
C: 0.42 5.18 -1.29
C: 1.70 5.69 -1.43
C: 2.79 4.84 -1.40
C: 2.61 3.48 -1.25
C: 1.33 2.94 -1.14
P: 0.91 1.16 -0.97
C: 0.75 0.72 -2.75
C: 1.52 1.36 -3.72
C: 1.39 1.03 -5.05
C: 0.50 0.04 -5.43
C: -0.26 -0.62 -4.47
C: -0.14 -0.27 -3.14
C: 2.66 0.52 -0.76
C: 3.20 -0.48 -1.57
C: 4.41 -1.08 -1.26
C: 5.10 -0.72 -0.12
C: 4.56 0.25 0.72
C: 3.36 0.85 0.40
H: -0.45 5.82 -1.31
H: 1.84 6.76 -1.58
H: 3.79 5.25 -1.50
H: 3.48 2.83 -1.23
H: 2.22 2.13 -3.42
H: 1.98 1.55 -5.79
H: 0.40 -0.22 -6.48
H: -0.95 -1.40 -4.77
H: -0.73 -0.76 -2.38
H: 2.67 -0.79 -2.46
H: 4.83 -1.82 -1.93
H: 6.05 -1.19 0.12
H: 5.09 0.52 1.63
H: 2.93 1.59 1.07

- HOMO-LUMO gap: 5.5 eV
- LUMO: 3.656 eV
- Energy relative to the best compared isomer or geometry (same formula, charge and spin): 19.3 kJ/mol
- Total charge: -2
- HOMO level: -1.796 eV

No. 5
A structure of composition C45H34ClFeIN12O7. Source: OMol25; level of theory: the ωB97M-V functional and the def2-TZVPD basis.

Element x y z (Å)
Fe: -1.42 1.05 0.11
C: -5.51 3.14 0.05
C: -5.47 1.92 0.90
N: -6.58 1.47 1.43
C: -6.55 0.44 2.26
C: -5.40 -0.22 2.64
C: -5.49 -1.34 3.66
O: -5.75 -0.85 4.96
C: -4.18 0.20 2.07
C: -2.91 -0.35 2.37
N: -1.89 -0.18 1.55
C: -0.61 -0.37 1.78
C: 0.79 -1.17 3.73
C: 2.25 -1.08 3.98
C: 2.95 0.13 3.58
C: 2.27 1.18 2.99
C: 0.91 1.17 2.82
I: -0.15 2.80 1.95
C: -4.20 1.31 1.16
O: -3.14 1.81 0.66
H: -6.49 3.26 -0.41
H: -4.73 3.10 -0.71
H: -5.31 4.01 0.67
H: -7.51 0.14 2.66
H: -4.57 -1.94 3.65
H: -6.34 -1.99 3.42
H: -5.15 -0.13 5.15
H: -2.77 -0.97 3.24
H: 0.19 -1.76 4.42
H: 2.69 -1.64 4.80
H: 4.01 0.19 3.74
H: 2.82 2.06 2.71
O: -5.46 1.78 -3.55
C: -5.57 0.58 -3.03
O: -6.54 -0.11 -3.20
C: -4.41 0.07 -2.23
C: -4.37 -1.20 -1.66
Cl: -5.50 -2.45 -1.69
N: -3.16 -1.34 -1.07
N: -2.42 -0.23 -1.22
C: -3.16 0.65 -1.89
C: -2.62 2.03 -2.08
O: -3.12 2.76 -2.94
O: -1.66 2.36 -1.33
C: -2.66 -2.40 -0.29
C: -1.39 -2.89 -0.55
C: -0.84 -3.85 0.28
C: -1.56 -4.30 1.38
C: -2.83 -3.82 1.63
C: -3.39 -2.87 0.79
H: -4.57 2.23 -3.38
H: -0.85 -2.52 -1.41
H: 0.14 -4.25 0.07
H: -1.12 -5.03 2.05
H: -3.38 -4.17 2.49
H: -4.38 -2.48 0.98
C: 3.10 -2.71 1.29
N: 1.97 -1.85 1.62
C: 1.26 -1.24 0.65
N: 0.11 -0.65 0.69
C: 0.04 -0.01 3.12
N: 1.67 -2.01 2.96
C: 4.43 -1.98 1.32
C: 5.35 -2.20 2.34
C: 6.57 -1.54 2.33
C: 6.90 -0.67 1.30
C: 5.97 -0.45 0.28
C: 4.74 -1.10 0.31
C: 6.27 0.40 -0.84
N: 7.36 1.03 -1.16
N: 7.13 1.67 -2.32
C: 5.91 1.41 -2.67
O: 5.31 0.59 -1.77
C: 5.11 1.87 -3.78
C: 5.58 2.77 -4.74
C: 4.71 3.22 -5.71
C: 3.38 2.82 -5.72
C: 2.91 1.92 -4.78
C: 1.45 1.52 -4.67
N: 1.08 1.61 -3.28
C: 0.53 0.72 -2.44
N: 0.48 1.22 -1.22
C: 1.05 2.44 -1.37
N: 1.41 2.70 -2.59
C: 3.79 1.42 -3.84
H: 2.94 -3.14 0.30
H: 3.11 -3.51 2.03
H: 1.70 -1.34 -0.33
H: -0.77 0.27 3.80
H: 5.13 -2.90 3.13
H: 7.28 -1.71 3.12
H: 7.85 -0.17 1.26
H: 4.03 -0.91 -0.48
H: 6.60 3.10 -4.69
H: 5.05 3.92 -6.46
H: 2.70 3.22 -6.46
H: 1.29 0.49 -5.01
H: 0.83 2.20 -5.26
H: 0.15 -0.24 -2.73
H: 1.19 3.15 -0.58
H: 3.45 0.72 -3.09

- HOMO-LUMO gap (alpha / beta): 6.0 / 5.9 eV
- Multiplicity: 5
- Expectation value of S²: 6.22
- LUMO (alpha / beta): -0.523 / -1.602 eV
- Total charge: 0
- HOMO level (alpha / beta): -6.555 / -7.486 eV

E_tot, record by record: -9886.8814 -5892.0602 -3275.0018 -3017.8500 -4940.4547 a.u.